Record 1
A structure of composition C25H45ClF5IrOPTe, computed with ωB97M-V/def2-TZVPD.

Structure (XYZ):
```
80
Properties=species:S:1:pos:R:3:forces:R:3:mulliken_charge:R:1
Ir -0.846033 -1.231715 1.241872 -3.335 1.221 -3.354 0.611
P -0.374709 0.111385 -0.626144 0.711 -0.606 -0.574 -0.687
Cl -1.571157 0.926710 2.066398 -0.814 1.146 -0.232 -0.384
C -1.022005 -2.265721 -0.608302 -4.274 -2.044 2.708 -1.829
H -2.077786 -2.141865 -0.995591 1.125 -0.489 0.032 0.167
H -0.860864 -3.242359 -0.193301 -0.127 -1.153 0.040 0.626
C 0.822567 1.571088 -0.585013 -0.321 -0.463 0.219 0.333
C -1.924561 0.447024 -1.616988 -0.153 -0.032 0.863 0.560
C 0.233358 2.866132 -0.014350 -0.084 0.043 0.258 -0.170
H 1.558209 1.166039 0.135870 -0.086 0.246 -0.145 0.777
C 1.341386 3.911172 0.200961 -0.062 -0.182 -0.023 -0.774
H -0.517182 3.257304 -0.720404 0.237 -0.006 0.182 -0.008
H -0.295826 2.652591 0.927908 0.311 0.210 -0.377 0.179
C 2.178291 4.177986 -1.057489 -0.137 0.076 0.066 -0.751
H 0.874002 4.842989 0.533462 0.138 -0.064 0.086 0.444
H 2.000041 3.564444 1.011345 -0.177 0.058 -0.112 0.329
C 2.636118 2.889278 -1.751505 0.130 0.353 0.200 -1.069
H 1.603628 4.799795 -1.759619 -0.037 -0.204 0.042 0.328
H 3.053869 4.778525 -0.784013 -0.070 -0.059 -0.066 0.400
C 1.522001 1.860855 -1.915977 -0.026 0.000 -0.197 -0.219
H 3.032413 3.146099 -2.738067 0.092 -0.091 0.014 0.395
H 3.466557 2.455371 -1.176794 -0.156 -0.054 -0.049 0.392
H 0.779686 2.242459 -2.631016 0.225 -0.001 0.150 0.085
H 1.951659 0.958416 -2.359076 -0.109 0.248 0.126 -0.055
C 0.424894 -1.132951 -1.680636 4.081 3.068 -3.129 0.314
C -1.765996 1.548240 -2.641763 -0.076 0.367 -0.578 -0.343
H -2.116674 -0.504436 -2.135466 0.183 0.232 0.037 0.694
C -3.002827 1.633804 -3.542060 -0.289 -0.020 0.077 -1.097
H -1.617817 2.510392 -2.138615 -0.091 -0.127 -0.055 -0.064
H -0.888780 1.393414 -3.273693 -0.075 -0.068 0.052 0.127
C -4.296167 1.818706 -2.740238 -0.101 0.048 0.259 -0.740
H -2.899271 2.460718 -4.254543 0.059 -0.124 0.047 0.399
H -3.087349 0.711398 -4.132921 0.092 0.044 0.045 0.411
C -4.421672 0.815374 -1.581145 0.142 -0.083 -0.173 -0.784
H -4.331909 2.837849 -2.329559 0.081 -0.111 -0.054 0.309
H -5.165799 1.719604 -3.403795 0.144 0.068 0.085 0.418
C -3.150961 0.723900 -0.730670 -0.101 0.251 0.012 -0.831
H -5.274687 1.075807 -0.941164 0.133 -0.064 -0.153 0.394
H -4.622180 -0.179444 -2.001553 -0.059 0.035 0.032 0.327
H -2.986654 1.663311 -0.186640 -0.072 -0.144 -0.084 0.423
H -3.264102 -0.042729 0.049825 0.068 0.162 -0.276 0.242
C 1.844130 -1.439968 -1.161766 -0.401 0.096 0.149 -0.192
H -0.214201 -2.194758 -1.451373 -0.330 -0.131 -0.091 0.522
C 2.494215 -2.671770 -1.801893 -0.132 0.242 0.257 -0.831
H 2.482606 -0.553559 -1.319754 -0.009 -0.300 -0.007 0.347
H 1.774860 -1.570957 -0.075452 0.113 -0.061 -0.020 -0.663
C 2.398483 -2.646812 -3.322846 0.186 0.005 -0.039 -0.790
H 3.544377 -2.689512 -1.487350 -0.098 -0.133 -0.093 0.452
H 2.037326 -3.586212 -1.400269 -0.077 0.137 -0.092 0.356
C 1.003570 -2.299924 -3.842122 0.032 -0.120 -0.007 -0.860
H 3.128684 -1.928298 -3.712674 -0.080 0.090 -0.008 0.283
H 2.701064 -3.623058 -3.706301 0.019 -0.017 -0.132 0.417
C 0.425172 -1.024765 -3.228852 -0.142 0.005 0.514 -0.517
H 1.032305 -2.216855 -4.933398 -0.026 0.013 0.050 0.441
H 0.326791 -3.131315 -3.613472 -0.020 0.003 0.015 0.371
H 0.979911 -0.135487 -3.572685 0.036 -0.313 0.021 0.344
H -0.590374 -0.877929 -3.607788 -0.041 -0.086 0.047 0.069
C 0.591759 -0.967571 2.534731 1.434 1.051 2.144 0.217
C -0.606331 -1.303095 3.406783 0.741 -2.709 1.378 0.180
H 0.883405 0.062085 2.376767 -0.611 0.630 0.813 0.918
C -0.774669 -2.851911 3.745863 1.983 -1.227 -0.058 -0.780
H -1.887475 -1.539825 2.538425 0.270 0.213 -0.558 0.156
C 0.603756 -3.411446 4.232760 -1.553 0.585 1.088 -0.682
H -1.599254 -3.152584 4.439438 0.580 1.047 -0.381 0.395
H -0.990777 -3.409069 2.820069 -0.096 0.332 -0.106 0.233
C 1.705829 -3.052003 3.245695 -0.224 -2.244 0.631 -0.735
H 0.754076 -2.898100 5.220671 0.364 -0.484 -0.731 0.234
H 0.497106 -4.493912 4.442120 0.234 0.411 -0.223 0.453
C 1.808861 -1.582558 3.089972 0.567 -1.781 -0.534 -1.481
H 2.592446 -3.562317 3.603911 0.700 0.446 0.380 0.437
H 1.571742 -3.598593 2.307523 -0.526 0.312 -0.390 0.252
H 1.946922 -1.185343 4.059872 0.134 0.754 1.291 0.524
H 2.723737 -1.382155 2.590168 0.726 0.637 -1.058 0.550
F 1.227350 -0.140407 6.101697 -0.070 0.389 0.081 -0.539
Te -0.091543 1.293635 5.780892 -0.494 -0.310 -0.834 1.910
F -1.338074 2.932064 5.670359 0.905 -0.777 0.309 -0.562
F 1.138733 2.003780 4.325110 -0.270 -0.087 0.797 -0.593
F -1.199224 0.491778 7.250261 0.630 0.569 -0.444 -0.542
F 0.928389 2.214720 7.055582 -0.317 0.105 -0.167 -0.421
O -0.951392 -0.672952 4.479797 -1.257 1.023 0.009 -0.749
```
Positions in Å, forces in eV/Å.

largest force on an atom = 5.988 eV/Å
net charge = -1
energy relative to the best compared isomer or geometry (same formula, charge and spin) = 397.9 kJ/mol
HOMO-LUMO gap (alpha / beta) = 0.21549 / 0.20229 hartree
2S+1 = 5
total energy = -74228.975 eV
E_HOMO (alpha / beta) = -3.674 / -5.024 eV
<S²> = 6.02
E_LUMO (alpha / beta) = 2.19 / 0.48 eV

Record 2
A structure of composition C24H31N2O7P2PtS, computed with ωB97M-V/def2-TZVPD.

Structure (XYZ):
```
68
Properties=species:S:1:pos:R:3:forces:R:3:mulliken_charge:R:1
Pt -0.196787 -0.093235 -0.077157 0.357 -0.407 -0.493 1.518
O -0.220715 1.201905 4.055608 -0.080 0.118 -0.020 -0.551
P 0.138231 1.339299 2.525345 -0.110 -0.065 0.122 0.953
O 0.032208 -0.129218 1.969697 -0.212 -0.222 -0.033 -0.726
O 1.412612 2.024893 2.310757 0.160 0.005 0.008 -0.462
O -1.104594 2.132681 1.895621 -0.076 -0.026 -0.079 -0.194
P -1.140189 2.837855 0.413852 0.190 0.088 0.000 0.687
O -2.631870 2.459061 -0.023153 -0.077 -0.026 0.007 -0.332
O -0.902923 4.273389 0.426684 0.043 -0.036 0.100 -0.745
O -0.208323 1.960322 -0.463997 -0.270 -0.040 -0.097 -0.799
H -1.116405 0.901550 4.248853 0.032 -0.043 -0.014 0.316
H -3.205394 3.229198 0.085856 0.034 0.005 -0.054 0.302
N 1.769585 0.226582 -0.109334 -0.080 0.473 -0.080 -0.354
S 2.815465 -0.025659 1.173418 0.148 0.030 -0.126 0.383
C 4.105480 1.155546 0.820249 0.004 -0.057 0.014 0.450
C 4.308907 2.183463 1.731637 -0.039 -0.052 -0.014 -0.425
C 5.307933 3.109187 1.467896 0.001 0.002 -0.009 -0.700
C 6.071324 3.004846 0.315241 0.000 -0.001 0.004 -0.416
C 5.853516 1.968666 -0.585744 0.010 0.000 -0.012 -0.707
C 4.870470 1.028620 -0.334974 -0.016 0.011 0.016 -0.115
C 3.592072 -1.554504 0.684029 -0.031 -0.048 0.056 0.461
C 4.363326 -2.164264 1.664981 -0.008 -0.021 -0.016 -0.406
C 5.010438 -3.352853 1.367037 -0.010 0.016 0.001 -0.687
C 4.865163 -3.925158 0.109952 -0.002 -0.004 -0.006 -0.458
C 4.075971 -3.312377 -0.853637 0.004 0.003 0.013 -0.952
C 3.431303 -2.115926 -0.572427 0.022 -0.017 0.006 -0.148
H 1.893997 1.194256 -0.416411 0.070 0.041 0.161 0.423
H 3.679736 2.269615 2.604219 -0.025 -0.001 0.019 0.522
H 5.481086 3.917400 2.164885 -0.003 -0.001 0.000 0.408
H 6.845510 3.733791 0.115684 -0.003 -0.003 0.001 0.405
H 6.456447 1.887559 -1.479919 0.001 0.004 0.004 0.406
H 4.713294 0.204405 -1.017360 -0.006 0.002 -0.011 0.414
H 4.457891 -1.715642 2.647203 0.002 -0.007 -0.007 0.468
H 5.618655 -3.835848 2.119516 -0.001 -0.002 -0.005 0.398
H 5.365529 -4.856978 -0.117192 -0.002 0.004 0.000 0.410
H 3.963355 -3.763965 -1.830302 0.006 -0.001 0.003 0.431
H 2.817457 -1.621814 -1.312583 0.004 0.000 0.004 0.538
C -4.281961 -0.044216 3.172040 0.009 0.023 -0.060 -1.573
C -4.248696 -0.045367 1.667512 -0.178 -0.018 0.073 0.198
C -5.344499 0.376084 0.917255 0.091 -0.011 -0.022 -0.678
C -5.327389 0.420585 -0.483878 -0.129 0.052 0.052 0.087
C -6.524231 0.916433 -1.253319 0.045 -0.020 0.022 -1.677
C -4.188141 0.027295 -1.145083 0.078 0.023 -0.086 0.181
C -3.053916 -0.410598 -0.422778 -0.273 0.234 -0.255 0.038
C -3.120762 -0.453683 0.989612 0.133 -0.066 -0.006 -0.108
N -1.846329 -0.730002 -0.968675 0.101 0.248 0.758 -0.144
C -1.594336 -1.229220 -2.354892 0.117 -0.277 -0.124 1.391
C -2.825259 -1.735547 -3.102245 0.031 -0.103 -0.016 -1.933
C -0.624582 -2.411723 -2.172721 -0.020 0.049 0.052 -1.405
C -0.905059 -0.123442 -3.165869 -0.176 0.065 0.040 -1.524
H -5.299700 0.037896 3.548365 0.000 -0.011 0.002 0.421
H -3.720315 0.812363 3.552476 -0.014 0.007 0.008 0.213
H -3.837403 -0.951957 3.579366 0.009 -0.003 -0.006 0.389
H -6.246867 0.684362 1.433869 0.005 -0.001 0.008 0.370
H -7.319158 1.239729 -0.584448 0.001 0.000 0.000 0.404
H -6.923024 0.131397 -1.896648 -0.004 -0.003 0.005 0.352
H -6.254833 1.758845 -1.891424 0.007 -0.001 0.007 0.364
H -4.147511 0.135630 -2.216936 -0.004 0.054 0.119 0.591
H -2.277523 -0.866654 1.532257 0.015 0.074 -0.012 0.830
H -3.432541 -2.399913 -2.486257 -0.031 0.043 -0.006 0.441
H -2.468026 -2.307975 -3.958384 0.018 -0.050 0.029 0.513
H -3.445213 -0.939892 -3.504076 0.051 -0.062 -0.042 0.413
H -1.107807 -3.226785 -1.633461 0.022 0.010 0.009 0.356
H 0.265563 -2.104305 -1.612889 0.035 -0.022 -0.013 0.182
H -0.298709 -2.778468 -3.145550 -0.004 0.014 -0.013 0.473
H -1.537357 0.762497 -3.237261 0.035 0.016 0.013 0.287
H -0.697159 -0.488549 -4.171700 -0.034 -0.013 0.002 0.483
H 0.042966 0.168528 -2.708269 0.026 0.024 -0.004 0.347
```
Positions in Å, forces in eV/Å.

largest force on an atom = 0.804 eV/Å
net charge = +1
HOMO-LUMO gap (alpha / beta) = 0.20635 / 0.20646 hartree
total energy = -75360.667 eV
E_HOMO (alpha / beta) = -11.419 / -11.421 eV
E_LUMO (alpha / beta) = -5.80 / -5.80 eV

M for every record listed, in sequence, given in g/mol: 842.9 748.6.